# 1
Entry from the OMol25 dataset: a 10-piece molecular cluster, C29H81N3O17 overall (ωB97M-V/def2-TZVPD).

Values from the calculation:
E_tot	-70656.453	eV
SMILES string	COCCNCCOC.COCCNCCOC.COCCNCCOC.OCCO.OCCO.OCCO.OCCO.CO.CO.CO
2S+1	1
orbital gap	8.7	eV
largest force on an atom	2.8	eV/Å

XYZ file:
```
130
C29H81N3O17, DFT ωB97M-V/def2-TZVPD
C 2.37 7.18 -0.51
O 1.13 6.53 -0.49
C 1.06 5.48 0.47
C -0.33 4.87 0.26
N -0.34 4.52 -1.18
C -1.54 3.94 -1.67
C -1.49 3.55 -3.17
O -1.21 4.78 -3.88
C -0.71 4.64 -5.17
H 3.15 6.63 -1.03
H 2.74 7.43 0.49
H 2.17 8.13 -1.03
H 1.10 5.86 1.51
H 1.87 4.77 0.33
H -1.15 5.55 0.44
H -0.48 3.98 0.89
H -0.01 5.33 -1.69
H -2.40 4.60 -1.52
H -1.74 3.01 -1.15
H -2.52 3.18 -3.40
H -0.75 2.79 -3.43
H -0.85 5.57 -5.74
H -1.13 3.84 -5.79
H 0.38 4.46 -5.04
C -5.18 -7.74 0.22
O -3.79 -7.58 0.44
C -3.25 -8.59 1.37
C -1.72 -8.39 1.40
N -1.41 -7.03 1.98
C 0.02 -6.85 2.24
C 0.18 -5.60 3.11
O -0.35 -4.57 2.31
C -0.51 -3.34 3.06
H -5.76 -7.68 1.16
H -5.45 -8.72 -0.17
H -5.47 -7.00 -0.53
H -3.50 -9.59 1.05
H -3.62 -8.26 2.33
H -1.23 -8.44 0.42
H -1.33 -9.13 2.09
H -1.75 -6.41 1.27
H 0.55 -6.75 1.28
H 0.50 -7.70 2.71
H 1.22 -5.51 3.41
H -0.45 -5.71 4.02
H -1.02 -2.64 2.35
H 0.47 -2.95 3.31
H -1.06 -3.48 4.02
C 3.41 -3.73 1.19
O 3.07 -2.29 1.24
C 2.04 -2.04 0.36
C 2.34 -2.32 -1.12
N 3.22 -1.26 -1.69
C 4.22 -1.73 -2.58
C 5.05 -0.71 -3.42
O 5.71 0.12 -2.51
C 6.54 1.05 -3.09
H 3.83 -3.84 2.19
H 4.06 -4.03 0.40
H 2.50 -4.34 1.17
H 1.79 -0.97 0.44
H 1.21 -2.65 0.75
H 1.47 -2.45 -1.70
H 2.89 -3.23 -1.26
H 3.57 -0.71 -0.91
H 3.74 -2.34 -3.36
H 4.86 -2.49 -2.10
H 4.37 -0.16 -4.08
H 5.77 -1.25 -4.05
H 7.37 0.53 -3.61
H 7.01 1.55 -2.24
H 6.06 1.79 -3.73
O -3.03 0.53 -2.26
C -3.00 -0.90 -2.41
C -1.55 -1.33 -2.74
O -1.02 -0.45 -3.66
H -2.40 0.91 -2.88
H -3.41 -1.40 -1.53
H -3.66 -1.16 -3.23
H -1.52 -2.31 -3.15
H -0.97 -1.30 -1.83
H -0.21 -0.08 -3.30
O 1.35 0.45 3.00
C 2.55 0.87 2.38
C 2.37 2.17 1.63
O 2.13 3.27 2.50
H 1.47 0.91 3.83
H 3.30 0.95 3.17
H 2.80 0.17 1.63
H 1.44 2.05 1.08
H 3.18 2.30 0.96
H 2.94 3.48 2.97
O -5.36 1.07 -0.50
C -5.22 2.44 -0.16
C -4.23 2.64 0.98
O -3.99 4.04 1.29
H -4.59 0.91 -1.06
H -4.95 3.06 -1.00
H -6.20 2.80 0.16
H -3.34 2.13 0.67
H -4.59 2.12 1.87
H -3.64 4.48 0.52
O 1.32 0.66 -2.43
C 2.12 1.57 -3.18
C 2.81 2.56 -2.32
O 3.57 1.94 -1.28
H 1.86 -0.09 -2.16
H 2.87 1.02 -3.76
H 1.47 2.14 -3.92
H 2.00 3.11 -1.86
H 3.50 3.22 -2.82
H 4.18 1.38 -1.71
C -3.62 -0.08 4.19
O -3.55 -0.51 5.53
H -4.00 0.93 4.16
H -2.66 -0.07 3.64
H -4.27 -0.64 3.51
H -4.41 -0.40 5.94
C -1.01 3.60 4.44
O -0.10 4.56 3.93
H -0.49 2.67 4.69
H -1.50 4.03 5.29
H -1.74 3.25 3.71
H 0.50 4.06 3.38
C -1.33 0.32 0.44
O -1.34 0.96 1.69
H -0.56 -0.48 0.29
H -2.31 -0.15 0.32
H -1.05 1.08 -0.30
H -0.46 1.06 2.08
```

***

# 2
Entry from the OMol25 dataset: an isolated ion of composition C33H45N4 and charge +1 (ωB97M-V/def2-TZVPD).

Values from the calculation:
charge	+1
E_tot	-40906.661	eV
SMILES string	Cc1cc(C)c([C@H](C)C[C@@H](c2c(C)cc(C)cc2C)[n+]2cc3c4c(c2)N(C)CCN4CCN3C)c(C)c1
2S+1	1
orbital gap	8.0	eV
largest force on an atom	2.3	eV/Å

XYZ file:
```
82
C33H45N4, DFT ωB97M-V/def2-TZVPD
C 4.15 -4.16 1.25
C 3.49 -2.84 1.52
C 2.56 -2.68 2.54
C 1.95 -1.45 2.80
C 1.10 -1.37 4.04
C 2.17 -0.37 1.91
C 1.50 1.00 2.02
C 2.16 1.86 3.11
C -0.02 0.99 2.10
C -0.70 0.13 1.01
C -2.09 -0.45 1.35
C -2.58 -1.52 0.54
C -1.78 -2.11 -0.59
C -3.75 -2.19 0.87
C -4.49 -1.86 2.00
C -5.79 -2.54 2.31
C -3.98 -0.88 2.84
C -2.81 -0.18 2.56
C -2.39 0.66 3.74
N -0.52 0.68 -0.32
C -1.16 1.80 -0.77
C -0.96 2.26 -2.08
C -0.14 1.49 -2.96
C 0.57 0.38 -2.45
C 0.44 0.07 -1.10
N 1.34 -0.37 -3.29
C 1.92 -1.63 -2.85
C 1.14 -0.30 -4.71
C 0.83 1.09 -5.19
N 0.07 1.86 -4.25
C -0.44 3.06 -4.82
C -1.08 4.00 -3.84
N -1.52 3.40 -2.61
C -2.28 4.33 -1.81
C 3.21 -0.49 0.96
C 3.67 0.71 0.16
C 3.85 -1.71 0.77
H 4.60 -4.17 0.25
H 4.95 -4.36 1.97
H 3.44 -5.00 1.31
H 2.31 -3.54 3.17
H 1.26 -0.46 4.62
H 0.03 -1.49 3.82
H 1.36 -2.22 4.70
H 1.70 1.52 1.08
H 3.20 2.05 2.83
H 1.64 2.83 3.18
H 2.15 1.38 4.10
H -0.28 0.54 3.06
H -0.40 2.02 2.08
H -0.09 -0.78 1.02
H -2.41 -2.86 -1.10
H -1.46 -1.39 -1.35
H -0.89 -2.67 -0.25
H -4.06 -3.04 0.24
H -6.08 -2.38 3.35
H -6.61 -2.16 1.68
H -5.72 -3.62 2.13
H -4.49 -0.70 3.79
H -3.28 0.90 4.34
H -1.73 0.09 4.42
H -1.93 1.62 3.48
H -1.89 2.25 -0.08
H 0.91 -0.81 -0.66
H 2.65 -1.48 -2.04
H 1.16 -2.36 -2.53
H 2.45 -2.05 -3.72
H 0.31 -0.97 -5.01
H 2.06 -0.64 -5.18
H 0.25 1.03 -6.11
H 1.76 1.63 -5.44
H -1.16 2.78 -5.60
H 0.38 3.58 -5.33
H -1.98 4.43 -4.31
H -0.38 4.83 -3.62
H -2.92 3.83 -1.08
H -1.63 5.06 -1.28
H -2.91 4.90 -2.50
H 4.43 0.40 -0.57
H 2.86 1.18 -0.40
H 4.13 1.47 0.80
H 4.64 -1.79 0.02
```

***

# 3
Entry from the OMol25 dataset: an isolated molecule of C4H6N2O (ωB97M-V/def2-TZVPD).

Values from the calculation:
energy relative to the best compared isomer or geometry (same formula, charge and spin)	121.0	kcal/mol
E_tot	-9268.253	eV
SMILES string	NN1C=CC=CO1
2S+1	1
orbital gap	8.6	eV
largest force on an atom	6.1	eV/Å

XYZ file:
```
13
C4H6N2O, DFT ωB97M-V/def2-TZVPD
N 2.19 -0.17 0.18
N 0.96 0.47 0.42
C 0.16 1.04 -0.63
C -1.13 0.59 -0.79
C -1.63 -0.58 -0.04
C -0.93 -0.87 1.05
O 0.20 -0.16 1.44
H 3.05 0.26 0.25
H 2.01 -0.97 -0.46
H 0.60 1.87 -1.20
H -1.81 1.12 -1.59
H -2.67 -0.93 -0.38
H -0.99 -1.65 1.75
```

***

# 4
Entry from the OMol25 dataset: a 13-piece molecular cluster, C52H78N10O6S3 overall (ωB97M-V/def2-TZVPD).

Values from the calculation:
E_tot	-114875.558	eV
2S+1	1
orbital gap	7.7	eV
largest force on an atom	3.8	eV/Å

XYZ file:
```
149
C52H78N10O6S3, DFT ωB97M-V/def2-TZVPD
C 3.50 -3.71 2.18
C 2.06 -3.15 2.22
C 1.68 -2.50 3.52
C 2.50 -1.35 3.99
N 3.12 -0.50 4.41
H 4.28 -3.00 1.91
H 3.62 -4.57 1.52
H 3.78 -4.07 3.17
H 1.30 -3.93 2.08
H 1.94 -2.47 1.38
H 1.56 -3.22 4.32
H 0.71 -2.02 3.41
C 1.75 4.66 0.98
C 1.16 3.54 1.79
C 2.22 3.02 2.79
C 2.67 4.02 3.80
N 3.00 4.73 4.65
H 1.88 5.59 1.55
H 1.18 4.89 0.08
H 2.68 4.32 0.53
H 0.76 2.77 1.13
H 0.29 3.94 2.30
H 3.07 2.56 2.28
H 1.88 2.18 3.39
C 0.96 0.98 -5.40
C 0.54 -0.47 -5.50
C -0.89 -0.46 -6.12
S -1.74 0.96 -5.35
O -2.58 0.47 -4.23
O -2.33 1.76 -6.42
C -0.17 1.72 -4.66
H 1.11 1.30 -6.43
H 1.86 1.17 -4.82
H 0.40 -0.87 -4.50
H 1.33 -1.11 -5.92
H -1.53 -1.34 -6.11
H -0.79 -0.07 -7.14
H -0.04 1.46 -3.61
H -0.28 2.79 -4.80
C -5.72 0.82 4.25
C -4.32 0.74 3.81
C -4.21 1.25 2.40
S -6.03 1.47 1.68
O -6.26 0.68 0.44
O -6.35 2.91 1.82
C -6.74 0.50 3.12
H -5.88 1.78 4.73
H -5.82 0.16 5.11
H -4.06 -0.32 3.83
H -3.56 1.16 4.46
H -3.61 0.58 1.78
H -3.71 2.22 2.31
H -6.60 -0.54 2.86
H -7.75 0.91 3.19
C 3.84 5.30 -2.40
C 5.22 4.85 -2.29
C 5.21 3.46 -1.55
S 3.72 2.57 -2.31
O 2.82 1.99 -1.30
O 4.21 1.75 -3.41
C 3.02 4.14 -3.03
H 3.78 6.22 -2.98
H 3.43 5.51 -1.41
H 5.86 5.48 -1.67
H 5.68 4.64 -3.25
H 4.89 3.58 -0.51
H 6.04 2.77 -1.56
H 1.94 4.14 -2.85
H 3.27 4.14 -4.09
N 5.50 0.50 1.23
C 6.50 0.25 0.29
C 5.96 -0.63 -0.71
C 4.70 -0.94 -0.23
C 4.41 -0.25 0.92
H 5.59 1.10 2.04
H 7.42 0.82 0.39
H 6.42 -0.86 -1.66
H 3.98 -1.55 -0.76
H 3.52 -0.14 1.52
N 0.31 -4.27 -0.63
C -0.81 -4.65 0.07
C -0.48 -5.93 0.60
C 0.74 -6.36 0.11
C 1.16 -5.38 -0.78
H 0.41 -3.38 -1.09
H -1.69 -4.03 0.17
H -1.06 -6.57 1.25
H 1.29 -7.29 0.23
H 2.00 -5.29 -1.45
N -3.53 4.07 -0.24
C -3.80 3.00 -1.05
C -2.84 2.08 -0.82
C -1.94 2.59 0.12
C -2.46 3.77 0.54
H -4.06 4.93 -0.27
H -4.62 3.13 -1.75
H -2.79 1.15 -1.37
H -1.11 2.04 0.55
H -2.23 4.55 1.25
N 4.10 -2.34 -5.19
C 3.54 -1.65 -4.13
C 2.66 -2.43 -3.45
C 2.58 -3.59 -4.21
C 3.50 -3.53 -5.20
H 4.85 -2.05 -5.80
H 3.92 -0.68 -3.87
H 2.15 -2.22 -2.52
H 2.07 -4.53 -4.04
H 3.83 -4.36 -5.81
N -3.68 -1.48 -2.63
C -4.69 -1.46 -1.67
C -4.86 -2.79 -1.23
C -3.94 -3.59 -1.91
C -3.20 -2.78 -2.77
H -3.19 -0.64 -2.89
H -5.15 -0.50 -1.47
H -5.54 -3.19 -0.50
H -3.75 -4.65 -1.84
H -2.40 -3.09 -3.43
N -0.81 1.79 5.90
C -1.25 3.07 5.56
C -1.55 3.06 4.21
C -1.08 1.86 3.65
C -0.70 1.10 4.73
H -0.55 1.40 6.79
H -1.47 3.71 6.41
H -1.91 3.86 3.58
H -1.19 1.73 2.58
H -0.44 0.05 4.77
N -4.95 -3.30 2.34
C -3.67 -2.88 2.01
C -2.78 -3.41 2.94
C -3.52 -4.20 3.74
C -4.85 -4.18 3.38
H -5.75 -3.14 1.75
H -3.45 -2.19 1.21
H -1.70 -3.29 2.95
H -3.13 -4.76 4.58
H -5.72 -4.58 3.86
N 1.01 -0.14 -0.48
C 0.10 -0.93 -1.15
C -0.93 -1.19 -0.25
C -0.62 -0.57 0.95
C 0.57 0.05 0.84
H 1.83 0.26 -0.91
H 0.25 -1.17 -2.19
H -1.77 -1.81 -0.53
H -1.19 -0.69 1.86
H 1.19 0.67 1.48
```

***

# 5
Entry from the OMol25 dataset: a 6-piece molecular cluster, C24H42BBrF9O5 overall (ωB97M-V/def2-TZVPD).

Values from the calculation:
charge	-1
E_tot	-130984.120	eV
2S+1	1
orbital gap	7.3	eV
largest force on an atom	0.5	eV/Å

XYZ file:
```
82
C24H42BBrF9O5, DFT ωB97M-V/def2-TZVPD
F 3.78 -3.53 1.57
C 4.39 -2.38 1.77
F 4.66 -2.25 3.07
F 5.57 -2.42 1.12
C 3.57 -1.19 1.21
F 4.43 -0.11 1.19
F 3.26 -1.47 -0.06
C 2.32 -0.72 2.02
F 1.76 0.28 1.28
F 2.84 -0.13 3.15
C 1.23 -1.74 2.41
F 1.85 -2.58 3.33
F 0.36 -0.96 3.19
B 0.45 -2.47 1.18
Br -0.47 -4.22 1.79
H 1.19 -2.75 0.27
H -0.42 -1.74 0.80
C -2.49 0.87 -1.89
C -3.62 1.15 -0.90
C -4.05 -0.26 -0.51
O -2.89 -1.07 -0.61
C -1.84 -0.36 -1.27
H -1.80 1.70 -2.00
H -2.91 0.63 -2.87
H -3.21 1.67 -0.02
H -4.43 1.75 -1.30
H -4.82 -0.64 -1.19
H -4.43 -0.32 0.51
H -1.09 -0.08 -0.53
H -1.38 -1.02 -2.00
C -4.44 -7.46 2.23
C -4.12 -8.26 0.97
C -2.89 -7.53 0.45
O -2.21 -7.04 1.59
C -3.04 -7.14 2.74
H -5.04 -8.00 2.96
H -4.96 -6.54 1.96
H -3.87 -9.30 1.23
H -4.94 -8.28 0.24
H -3.17 -6.69 -0.19
H -2.21 -8.18 -0.12
H -2.66 -7.94 3.39
H -2.98 -6.20 3.29
C 2.82 0.19 -4.21
C 2.36 1.20 -3.17
C 1.41 0.36 -2.32
O 1.90 -0.97 -2.38
C 2.91 -1.08 -3.38
H 3.77 0.45 -4.69
H 2.07 0.09 -4.99
H 3.21 1.53 -2.56
H 1.89 2.09 -3.59
H 0.40 0.38 -2.74
H 1.36 0.69 -1.28
H 3.88 -1.18 -2.90
H 2.72 -1.99 -3.96
C -1.01 6.00 -2.96
C -2.12 6.29 -1.95
C -2.57 4.87 -1.58
O -1.40 4.06 -1.69
C -0.36 4.77 -2.35
H -0.31 6.83 -3.08
H -1.43 5.77 -3.94
H -1.72 6.80 -1.08
H -2.94 6.89 -2.36
H -3.33 4.50 -2.28
H -2.96 4.80 -0.57
H 0.41 5.04 -1.62
H 0.09 4.11 -3.10
C 2.86 3.02 2.93
C 3.52 4.39 3.09
C 2.70 5.24 2.13
O 1.39 4.68 2.12
C 1.40 3.40 2.77
H 3.03 2.35 3.77
H 3.23 2.53 2.03
H 3.40 4.76 4.11
H 4.59 4.40 2.85
H 3.11 5.19 1.11
H 2.64 6.29 2.42
H 0.91 3.50 3.75
H 0.84 2.69 2.17
```